{"formula": "C11H25F6NO3PRb2", "method": "the ωB97M-V functional and the def2-TZVPD basis", "elements": ["Rb", "Rb", "P", "F", "F", "F", "F", "F", "F", "C", "C", "C", "C", "C", "C", "N", "O", "C", "C", "C", "H", "H", "H", "H", "H", "H", "H", "H", "H", "H", "H", "H", "H", "H", "H", "H", "H", "H", "H", "C", "C", "O", "O", "H", "H", "H", "H", "H", "H"], "positions_angstrom": [[6.659, -2.448, 1.309], [0.884, -3.352, -2.940], [3.145, -3.214, 0.099], [2.427, -1.966, -0.599], [3.021, -4.149, -1.291], [4.596, -2.960, -0.638], [3.719, -4.541, 0.909], [3.539, -2.350, 1.441], [1.669, -3.757, 0.523], [-1.075, 0.933, 2.204], [-1.498, 0.585, 0.708], [-1.301, -0.947, 0.359], [-2.000, -1.488, -0.981], [-3.389, -0.898, -0.979], [-3.521, 0.657, -0.947], [-2.851, 1.101, 0.256], [-3.006, 2.428, 0.659], [-3.159, 1.342, -2.269], [-5.012, 0.923, -0.592], [-0.440, 1.336, -0.189], [-0.979, 2.005, 2.378], [-0.136, 0.423, 2.421], [-1.825, 0.619, 2.930], [-0.287, -1.315, 0.205], [-1.697, -1.544, 1.181], [-2.031, -2.578, -0.964], [-1.503, -1.235, -1.917], [-3.845, -1.424, -0.141], [-3.856, -1.299, -1.878], [-2.097, 1.248, -2.496], [-3.679, 0.922, -3.130], [-3.510, 2.368, -2.159], [-5.111, 0.616, 0.449], [-5.297, 1.969, -0.712], [-5.709, 0.453, -1.286], [-0.530, 1.020, -1.228], [0.580, 0.996, -0.008], [-0.553, 2.412, -0.322], [-3.729, 2.352, 1.287], [4.002, 1.795, 0.340], [5.247, 1.200, 0.913], [4.988, -0.034, 1.594], [2.988, 1.996, 1.368], [3.734, 1.182, -0.521], [4.306, 2.729, -0.131], [5.728, 1.933, 1.562], [5.861, 1.058, 0.024], [4.125, 0.149, 1.973], [2.409, 2.749, 1.229]], "forces_ev_per_a": [[-0.3, 0.0, 0.0], [0.4, -0.2, 0.2], [1.0, -3.9, 0.4], [0.3, 0.5, -0.3], [-1.7, 0.1, 0.0], [0.3, 1.6, 1.6], [0.3, 1.2, -0.8], [-0.8, -0.3, -1.5], [0.2, 1.1, 0.2], [-1.4, -0.2, -0.8], [2.0, -0.3, -0.4], [-1.0, -0.9, -1.2], [0.5, 1.7, 1.4], [0.2, -1.1, -0.6], [-2.2, -1.9, 0.1], [3.4, 1.2, 0.5], [0.1, -1.8, -0.8], [0.4, 0.4, 0.4], [0.1, 0.7, -0.4], [-0.5, -0.2, -1.7], [0.2, 0.0, -0.4], [-0.1, 0.1, -0.2], [0.0, -0.4, -0.1], [0.5, 1.0, 0.8], [-0.1, 0.0, 0.0], [-0.2, 0.0, 0.3], [0.5, 0.4, 0.1], [-0.7, 0.7, 0.2], [-0.6, 0.5, 0.0], [-0.1, 0.4, 0.1], [-0.3, -0.3, 0.4], [0.5, 0.2, -0.3], [-0.8, -0.2, -0.2], [0.4, 0.2, 0.3], [0.3, -0.7, 0.3], [-0.4, -0.4, -0.1], [-0.1, 0.3, 1.0], [0.1, 0.1, 0.9], [-0.7, 0.6, 0.5], [-0.4, 1.1, -0.1], [0.0, 0.3, 0.1], [0.4, 0.7, -0.6], [0.8, -1.0, -0.6], [-1.0, -0.4, 0.3], [-0.1, 0.4, 0.3], [0.1, -0.2, 0.2], [0.4, -0.4, 0.2], [-0.3, -0.5, 0.5], [0.3, 0.1, -0.4]], "nbo_charge": [0.994, 0.996, 2.588, -0.596, -0.633, -0.604, -0.582, -0.578, -0.585, -0.616, 0.096, -0.425, -0.393, -0.420, 0.068, 0.262, -0.484, -0.613, -0.610, -0.620, 0.240, 0.256, 0.232, 0.252, 0.234, 0.231, 0.177, 0.231, 0.242, 0.222, 0.258, 0.245, 0.213, 0.237, 0.262, 0.204, 0.262, 0.242, 0.512, -0.099, -0.092, -0.754, -0.758, 0.166, 0.192, 0.184, 0.180, 0.495, 0.491], "e_tot_ev": -46339.9856, "s_squared": 0.7544, "fmax_ev_per_a": 4.10, "homo_energy_ev": [-15.1, -15.1], "charge": 2, "homo_lumo_gap_ev": [9.9, 6.4], "multiplicity": 2}


{"formula": "C11H25N2O13V", "method": "the ωB97M-V functional and the def2-TZVPD basis", "elements": ["O", "V", "O", "O", "C", "O", "O", "H", "O", "C", "O", "O", "H", "O", "C", "O", "O", "H", "C", "C", "C", "O", "C", "N", "H", "H", "H", "H", "H", "H", "H", "H", "H", "H", "H", "C", "C", "C", "O", "C", "N", "H", "H", "H", "H", "H", "H", "H", "H", "H", "H", "H"], "positions_angstrom": [[-1.375, -1.003, 0.655], [-0.259, -1.966, 1.372], [-0.765, -2.098, 2.901], [0.624, -1.450, -2.637], [0.462, -2.445, -1.841], [0.769, -2.362, -0.664], [-0.088, -3.472, -2.215], [0.111, -1.618, -3.430], [2.595, -4.871, 3.277], [1.884, -4.265, 2.319], [1.528, -5.070, 1.361], [1.692, -3.024, 2.225], [2.968, -4.080, 3.673], [-3.631, -3.511, 1.196], [-2.632, -4.341, 0.865], [-2.992, -5.429, 0.390], [-1.403, -4.021, 0.851], [-4.310, -4.078, 0.822], [0.128, 1.024, 3.035], [1.051, 1.143, 1.791], [2.467, 1.718, 2.063], [3.245, 2.165, 0.864], [4.671, 2.113, 0.946], [1.220, -0.175, 1.264], [0.823, 0.746, 3.827], [-0.638, 0.249, 3.075], [-0.251, 2.008, 3.310], [0.470, 1.600, 0.990], [2.904, 0.899, 2.634], [2.246, 2.442, 2.848], [5.155, 2.331, -0.006], [5.035, 1.136, 1.265], [5.014, 2.768, 1.747], [2.021, -0.539, 1.760], [1.674, -0.177, 0.362], [-2.422, 1.666, -0.954], [-1.507, 1.718, -2.118], [-1.360, 3.141, -2.764], [-2.584, 3.799, -3.331], [-3.140, 3.109, -4.384], [-0.158, 1.350, -1.581], [-2.524, 0.591, -0.805], [-3.386, 2.149, -1.109], [-1.918, 2.066, -0.074], [-1.710, 1.001, -2.912], [-0.700, 3.131, -3.632], [-0.979, 3.729, -1.929], [-4.147, 3.462, -4.608], [-3.240, 2.036, -4.222], [-2.583, 3.298, -5.302], [0.363, 0.786, -2.238], [-0.420, 0.623, -0.931]], "forces_ev_per_a": [[2.1, -1.6, 1.4], [-4.3, 0.6, -1.9], [1.1, 0.5, -1.5], [1.0, 3.9, -2.2], [-2.9, -5.1, 0.8], [2.4, 2.4, 5.2], [-0.5, -0.8, -2.4], [0.0, -0.4, -0.1], [-0.6, 0.8, -0.7], [-0.2, 1.4, -1.8], [-0.2, 0.4, 0.6], [0.5, -2.7, 0.4], [0.5, 0.1, 1.0], [0.2, 1.1, 0.6], [1.8, -1.7, -2.2], [-0.6, -0.5, 0.4], [1.0, 2.4, 1.4], [-1.0, 0.1, 0.2], [1.8, 0.9, 0.6], [-1.5, 0.1, -1.2], [-0.7, 0.4, -0.3], [-1.3, -0.8, 1.4], [-0.5, -0.4, 1.3], [1.1, -2.9, 0.1], [0.0, -0.1, 0.6], [0.0, 0.3, -0.8], [-0.2, 0.0, -0.1], [0.4, 1.0, 0.1], [1.0, -0.1, -0.3], [0.8, 1.1, -0.4], [-0.5, 0.3, 0.0], [-0.2, -0.5, -0.1], [0.2, 0.5, -0.2], [0.1, -0.8, 0.7], [-0.7, 0.2, -1.0], [-0.6, -0.7, 0.0], [1.8, 1.3, -1.7], [-1.3, -0.3, -0.5], [1.2, -0.4, 2.4], [-0.4, -0.4, -1.0], [-0.6, 0.2, 0.0], [-0.6, 0.1, 0.6], [0.0, -0.1, 0.0], [-0.1, 0.2, 0.0], [-0.7, -0.1, 0.1], [0.6, -0.2, 0.3], [-0.1, 0.6, -0.5], [-0.1, 0.3, 0.4], [0.2, -0.2, 0.1], [0.4, -0.3, -0.3], [0.1, 0.2, -0.5], [0.2, -0.3, 0.7]], "nbo_charge": [-0.524, 1.423, -0.546, -0.722, 0.953, -0.804, -0.739, 0.496, -0.639, 0.931, -0.105, -0.641, 0.501, -0.711, 0.958, -0.770, -0.730, 0.490, -0.624, -0.086, -0.074, -0.542, -0.239, -0.780, 0.184, 0.275, 0.207, 0.237, 0.155, 0.179, 0.198, 0.160, 0.161, 0.360, 0.412, -0.641, -0.077, -0.066, -0.557, -0.245, -0.858, 0.251, 0.213, 0.209, 0.170, 0.164, 0.196, 0.179, 0.166, 0.148, 0.374, 0.374], "e_tot_ev": -67097.0090, "s_squared": 0.7550, "fmax_ev_per_a": 6.23, "homo_energy_ev": [-5.1, -5.1], "charge": -1, "homo_lumo_gap_ev": [7.1, 3.9], "e_above_lowest_kj_mol": 55.8, "multiplicity": 2}


{"formula": "C11H26AlFPZr", "method": "the ωB97M-V functional and the def2-TZVPD basis", "elements": ["C", "C", "C", "C", "C", "Al", "C", "C", "F", "P", "C", "C", "C", "C", "H", "H", "H", "H", "H", "H", "H", "H", "H", "H", "H", "H", "H", "H", "H", "H", "H", "H", "H", "H", "H", "H", "H", "H", "H", "H", "Zr"], "positions_angstrom": [[1.630, -0.896, 1.975], [2.640, 0.008, 1.265], [2.486, 0.012, -0.249], [1.540, 1.087, -0.823], [1.750, 2.485, -0.236], [-0.384, 0.535, -0.785], [-1.618, 1.845, 0.219], [-1.578, 3.299, -0.281], [-1.388, 1.857, 1.594], [-0.568, -1.692, 0.140], [-2.298, -2.122, 0.250], [-3.011, -1.553, 1.503], [0.242, -3.017, -0.739], [0.222, -2.664, -2.261], [1.763, -1.931, 1.667], [0.593, -0.545, 1.863], [1.817, -0.883, 3.042], [3.622, -0.384, 1.501], [2.601, 0.993, 1.714], [2.080, -0.966, -0.510], [3.449, 0.076, -0.746], [1.759, 1.160, -1.886], [1.155, 2.609, 0.668], [1.463, 3.267, -0.940], [2.775, 2.656, 0.068], [-1.030, 0.398, -2.248], [-2.641, 1.506, 0.062], [-1.229, 3.367, -1.322], [-0.853, 3.807, 0.402], [-2.574, 3.783, -0.145], [-2.441, -3.187, 0.128], [-2.698, -1.619, -0.643], [-3.922, -1.040, 1.236], [-3.297, -2.381, 2.132], [-2.406, -0.851, 2.061], [1.265, -3.097, -0.389], [-0.243, -3.968, -0.575], [0.595, -3.556, -2.752], [-0.761, -2.394, -2.613], [0.916, -1.861, -2.465], [-1.423, 5.859, -0.880]], "forces_ev_per_a": [[0.6, 0.1, 0.2], [-0.2, -0.4, -0.1], [-0.3, 0.4, 0.0], [-0.5, -0.3, 0.2], [-0.3, -0.4, 0.4], [1.0, 2.1, -0.7], [0.0, -0.8, -0.3], [0.0, 1.3, 0.3], [0.0, 0.2, 0.0], [-0.8, -0.5, -1.8], [0.3, -0.1, 1.1], [-0.2, 0.0, -0.2], [0.3, -0.3, 0.6], [0.2, 0.5, 0.5], [-0.1, -0.2, -0.1], [-0.3, 0.1, 0.0], [-0.2, -0.1, 0.4], [0.2, -0.1, 0.2], [0.0, 0.3, -0.1], [0.2, -0.3, -0.3], [0.2, 0.1, 0.1], [0.0, -0.2, -0.3], [0.0, 0.2, 0.3], [0.0, 0.2, -0.2], [0.3, 0.2, -0.1], [-0.3, -0.5, 0.3], [-0.2, 0.0, 0.1], [0.0, -0.2, -0.2], [0.2, 0.0, -0.1], [-0.2, -0.1, -0.2], [-0.1, -0.3, -0.1], [0.2, 0.1, -0.3], [-0.2, 0.1, -0.2], [0.1, -0.2, 0.4], [0.2, 0.1, 0.2], [0.3, -0.1, -0.1], [-0.3, -0.2, 0.3], [-0.1, -0.2, -0.2], [-0.3, -0.1, -0.3], [0.1, 0.3, -0.1], [0.0, -0.7, 0.4]], "nbo_charge": [-0.594, -0.416, -0.383, -0.755, -0.611, 1.182, -0.240, -0.783, -0.356, 1.324, -0.856, -0.612, -0.837, -0.576, 0.213, 0.181, 0.276, 0.251, 0.217, 0.163, 0.242, 0.243, 0.183, 0.171, 0.246, -0.310, 0.205, 0.226, 0.232, 0.210, 0.285, 0.325, 0.250, 0.270, 0.221, 0.297, 0.284, 0.293, 0.233, 0.236, 1.868], "e_tot_ev": -31673.7186, "fmax_ev_per_a": 2.42, "homo_energy_ev": -17.2, "charge": 3, "homo_lumo_gap_ev": 3.9, "e_above_lowest_kj_mol": 42.1}